(1)
Density functional theory data (wB97M-V/def2-TZVPD) for C17H16N2O4 in the gas phase.

As for the gap between HOMO and LUMO: 8.318 eV. Its SMILES is COc1ccc(-c2nc3ccccc3n2O[C@H](C)C(=O)O)cc1. For the energy relative to the best compared isomer or geometry (same formula, charge and spin), the calculation gives 2.299 eV. The highest occupied orbital energy comes out at -7.72 eV.

Each line ends with the natural charge from an NBO analysis.
Positions of all 39 atoms, in Å:
C1 5.606 2.473 -0.360  -0.25
O1 4.735 2.036 0.655  -0.49
C2 3.447 1.744 0.327  0.32
C3 2.632 1.320 1.379  -0.26
C4 1.314 0.992 1.161  -0.14
C5 0.770 1.078 -0.121  -0.15
C6 -0.610 0.756 -0.413  0.39
N1 -1.255 1.199 -1.460  -0.46
C7 -2.529 0.712 -1.375  0.08
C8 -3.619 0.884 -2.222  -0.19
C9 -4.804 0.271 -1.875  -0.23
C10 -4.924 -0.493 -0.712  -0.21
C11 -3.857 -0.676 0.146  -0.27
C12 -2.662 -0.071 -0.205  0.13
N2 -1.423 -0.023 0.385  -0.10
O2 -1.053 -0.749 1.500  -0.33
C13 -0.943 -2.147 1.259  -0.01
C14 -0.442 -2.769 2.560  -0.62
C15 0.044 -2.473 0.142  0.76
O3 1.024 -1.847 -0.140  -0.57
O4 -0.317 -3.598 -0.483  -0.68
C16 1.581 1.518 -1.166  -0.07
C17 2.905 1.846 -0.952  -0.33
H1 6.566 2.639 0.127  0.20
H2 5.724 1.715 -1.141  0.18
H3 5.262 3.410 -0.810  0.18
H4 3.065 1.257 2.365  0.22
H5 0.701 0.678 1.991  0.22
H6 -3.527 1.483 -3.113  0.22
H7 -5.669 0.385 -2.513  0.21
H8 -5.875 -0.946 -0.476  0.21
H9 -3.960 -1.249 1.055  0.22
H10 -1.920 -2.566 0.979  0.20
H11 -0.405 -3.850 2.463  0.23
H12 0.551 -2.386 2.785  0.23
H13 -1.115 -2.499 3.368  0.23
H14 0.325 -3.826 -1.175  0.50
H15 1.151 1.594 -2.152  0.23
H16 3.504 2.176 -1.785  0.22

***

(2)
Density functional theory data (wB97M-V/def2-TZVPD) for C17H17Br2MnN6O5 as an isolated structure.

Its expectation value of S² is 6.04. As for the gap between HOMO and LUMO (spin up / spin down): 7.669 / 7.701 eV. The highest occupied orbital energy (spin up / spin down) comes out at -7.85 / -7.92 eV. As for the multiplicity: 5.

Each line ends with the natural charge from an NBO analysis.
Positions of all 48 atoms, in Å:
Mn1 0.275 0.172 0.194  1.60
N1 1.876 -0.177 1.484  -0.84
C1 1.879 0.857 2.544  -0.31
C2 1.226 2.140 2.029  0.65
O1 1.445 3.231 2.530  -0.63
N2 0.383 1.886 1.009  -0.68
C3 -0.317 2.954 0.318  -0.34
C4 -0.984 2.281 -0.887  0.79
O2 -1.199 2.851 -1.922  -0.58
O3 -1.260 0.993 -0.640  -0.83
H1 1.783 -1.110 1.893  0.44
H2 2.728 -0.135 0.936  0.39
H3 2.880 1.070 2.915  0.22
H4 1.279 0.487 3.376  0.23
H5 0.353 3.745 -0.019  0.22
H6 -1.078 3.423 0.951  0.22
Br1 -0.865 -3.514 -2.810  0.07
C5 0.252 -2.039 -3.186  -0.15
C6 0.673 -1.812 -4.507  -0.21
C7 1.473 -0.753 -4.815  -0.12
Br2 2.013 -0.499 -6.615  0.05
C8 1.885 0.151 -3.807  -0.03
C9 2.676 1.304 -4.010  -0.13
C10 2.974 2.123 -2.958  -0.25
C11 2.480 1.804 -1.683  0.09
N3 1.764 0.731 -1.456  -0.50
C12 1.457 -0.101 -2.490  0.10
C13 0.635 -1.231 -2.138  0.30
O4 0.274 -1.403 -0.887  -0.76
H7 0.351 -2.490 -5.285  0.24
H8 3.028 1.534 -5.007  0.24
H9 3.566 3.017 -3.097  0.23
H10 2.669 2.451 -0.832  0.21
C14 -4.207 -1.942 3.108  -0.41
N4 -2.808 -1.793 2.780  -0.39
C15 -1.730 -2.568 3.358  -0.31
C16 -0.517 -1.934 2.687  0.68
O5 0.632 -2.283 2.882  -0.62
N5 -0.935 -0.915 1.871  -0.71
C17 -2.274 -0.874 1.958  0.67
N6 -3.005 0.003 1.284  -0.77
H11 -4.354 -2.922 3.555  0.23
H12 -4.824 -1.897 2.210  0.21
H13 -4.546 -1.182 3.815  0.21
H14 -1.801 -3.627 3.109  0.23
H15 -1.664 -2.458 4.442  0.23
H16 -2.537 0.514 0.528  0.46
H17 -4.006 -0.062 1.290  0.40

***

(3)
Density functional theory data (wB97M-V/def2-TZVPD) for C17H17Cl2NO5S in the gas phase in a non-equilibrium geometry.

As for the gap between HOMO and LUMO: 9.286 eV. Its SMILES is O=C(COc1ccc(Cl)cc1Cl)N(Cc1ccco1)[C@@H]1CCS(=O)(=O)C1. The highest occupied orbital energy comes out at -8.78 eV.

Each line ends with the natural charge from an NBO analysis.
Positions of all 43 atoms, in Å:
O1 1.988 1.727 0.112  -0.63
C1 1.438 0.679 0.397  0.66
C2 1.619 0.064 1.789  -0.17
O2 0.401 -0.099 2.487  -0.50
C3 -0.291 1.002 2.882  0.34
C4 0.110 2.321 2.702  -0.30
C5 -0.674 3.365 3.165  -0.20
C6 -1.869 3.099 3.810  -0.06
Cl1 -2.847 4.398 4.387  0.01
C7 -2.298 1.793 3.993  -0.23
C8 -1.511 0.758 3.528  -0.10
Cl2 -2.025 -0.874 3.733  0.03
N1 0.627 0.026 -0.464  -0.43
C9 0.036 -1.282 -0.206  -0.31
C10 0.950 -2.418 -0.549  0.26
C11 0.788 -3.433 -1.447  -0.30
C12 1.950 -4.239 -1.348  -0.31
C13 2.731 -3.654 -0.403  0.09
O3 2.136 -2.552 0.090  -0.42
C14 0.340 0.677 -1.736  -0.06
C15 -1.116 1.225 -1.724  -0.43
C16 -1.728 1.104 -3.101  -0.65
S1 -1.119 -0.535 -3.594  2.17
O4 -1.782 -1.543 -2.811  -0.96
O5 -1.094 -0.711 -5.017  -0.93
C17 0.552 -0.237 -2.936  -0.69
H1 2.313 0.701 2.347  0.21
H2 2.043 -0.939 1.706  0.24
H3 1.030 2.552 2.190  0.25
H4 -0.351 4.383 3.021  0.23
H5 -3.231 1.581 4.489  0.24
H6 -0.855 -1.396 -0.828  0.27
H7 -0.259 -1.346 0.844  0.25
H8 -0.056 -3.577 -2.090  0.25
H9 2.167 -5.126 -1.905  0.23
H10 3.693 -3.908 -0.005  0.21
H11 1.041 1.518 -1.784  0.27
H12 -1.711 0.629 -1.029  0.23
H13 -1.116 2.254 -1.365  0.24
H14 -2.811 1.123 -3.097  0.26
H15 -1.333 1.819 -3.817  0.24
H16 1.097 0.250 -3.738  0.25
H17 1.027 -1.178 -2.682  0.28

***

(4)
Density functional theory data (wB97M-V/def2-TZVPD) for C17H17F3N6O2 in the gas phase in a non-equilibrium geometry.

As for the gap between HOMO and LUMO: 8.772 eV. Its SMILES is Nc1ncnc2c1c(Oc1cc(C(F)(F)F)ccn1)nn2[C@@H]1CCCC[C@H]1O. For the energy relative to the best compared isomer or geometry (same formula, charge and spin), the calculation gives 0.398 eV. The highest occupied orbital energy comes out at -8.78 eV.

Each line ends with the natural charge from an NBO analysis.
Positions of all 45 atoms, in Å:
N1 4.256 -2.017 -0.597  -0.76
C1 3.551 -1.028 -1.152  0.47
N2 4.176 -0.424 -2.114  -0.53
C2 3.655 0.734 -2.527  0.31
N3 2.508 1.241 -2.061  -0.56
C3 1.863 0.525 -1.099  0.39
C4 2.385 -0.581 -0.644  -0.32
C5 1.562 -1.098 0.394  0.48
O1 1.786 -2.301 0.988  -0.48
C6 0.738 -2.735 1.806  0.48
C7 -0.487 -3.052 1.248  -0.25
C8 -1.562 -3.521 2.028  -0.09
C9 -2.906 -3.856 1.432  0.98
F1 -3.739 -2.817 1.783  -0.32
F2 -3.363 -5.059 1.925  -0.32
F3 -2.898 -3.930 0.060  -0.32
C10 -1.294 -3.628 3.410  -0.23
C11 -0.043 -3.222 3.910  0.04
N4 0.972 -2.786 3.117  -0.40
N5 0.543 -0.288 0.555  -0.29
N6 0.667 0.746 -0.356  -0.19
C12 -0.223 1.925 -0.398  -0.06
C13 -1.702 1.451 -0.470  -0.41
C14 -2.641 2.597 -0.180  -0.40
C15 -2.472 3.739 -1.218  -0.40
C16 -0.995 4.180 -1.331  -0.41
C17 -0.040 3.004 -1.515  0.10
O2 1.273 3.551 -1.610  -0.76
H1 4.963 -2.386 -1.192  0.40
H2 3.710 -2.660 -0.016  0.40
H3 4.193 1.282 -3.351  0.20
H4 -0.644 -2.922 0.189  0.24
H5 -2.104 -3.853 4.136  0.24
H6 0.160 -3.191 4.981  0.21
H7 -0.035 2.402 0.545  0.20
H8 -1.876 1.024 -1.446  0.20
H9 -1.867 0.697 0.308  0.23
H10 -2.537 2.954 0.832  0.20
H11 -3.664 2.198 -0.294  0.21
H12 -2.866 3.443 -2.222  0.20
H13 -3.025 4.619 -0.878  0.21
H14 -0.924 4.884 -2.184  0.22
H15 -0.676 4.789 -0.462  0.21
H16 -0.296 2.551 -2.469  0.16
H17 1.918 2.820 -1.862  0.50